(1)
Entry from the OMol25 dataset: a 10-piece molecular cluster, C45H72BBrF2N9O5P overall in a non-equilibrium geometry (the ωB97M-V functional and the def2-TZVPD basis).

Structure (XYZ):
```
136
Properties=species:S:1:pos:R:3:forces:R:3
C -4.950500 0.086733 1.373781 -1.2 -0.6 0.3
C -4.520235 -1.398339 0.828315 -0.5 0.3 0.3
F -5.442979 -1.747897 -0.310826 2.2 0.8 2.3
C -2.994617 -1.507152 0.236979 0.3 0.7 -1.1
C -1.815836 -0.989077 1.250986 1.9 -0.3 3.0
C -1.420570 -1.623357 2.541791 0.1 2.3 -3.0
B -2.181846 -2.983191 3.090032 -1.3 -0.5 1.4
O -3.272973 -2.751621 4.101997 2.6 1.0 -2.9
O -1.792802 -4.322396 2.592871 0.4 2.5 3.0
C -0.172412 -1.053456 3.494448 1.4 -2.9 2.7
O 0.274153 -1.856530 4.486334 -2.9 5.1 -6.0
C 0.524602 0.435305 3.191826 -1.2 -0.4 -4.5
P 1.730950 1.187284 4.467619 0.5 -0.8 1.7
O 2.689937 -0.133321 5.169019 -1.2 2.0 -0.6
Br 3.283053 2.552063 3.514584 -0.7 -1.2 -0.1
C 0.113568 1.074107 1.891242 0.9 -0.8 2.4
F 0.657147 2.398146 1.488512 -1.8 -4.5 1.2
C -0.920743 0.350080 0.800770 -0.1 2.4 -5.0
O -0.960078 0.874054 -0.448251 0.2 -3.5 8.1
H -5.229254 0.798585 0.481274 0.9 -1.4 1.7
H -5.961884 -0.062943 1.989296 2.2 0.3 -1.4
H -4.186812 0.555018 2.141312 -1.3 -1.0 -1.8
H -4.761882 -2.167454 1.689892 0.6 1.3 -1.9
H -2.754839 -2.589834 -0.202912 -0.5 2.3 1.4
H -2.956773 -0.785568 -0.713409 0.0 -1.5 2.2
H -3.460541 -1.749392 4.167173 0.6 -2.1 -0.1
H -1.117043 -4.668192 3.270203 -1.4 0.5 -1.5
H 2.858489 0.105483 6.127634 -0.4 -0.1 -1.7
C -2.386735 0.288495 9.064685 0.0 0.0 0.1
C -1.288713 -0.239717 8.146922 -0.2 -0.2 0.4
C -1.207865 0.516574 6.819432 -1.0 -0.3 -0.3
C -2.522474 0.378450 6.068916 -7.0 -0.6 -4.4
N -3.613000 0.263913 5.446269 8.6 0.8 4.8
H -3.378952 0.168856 8.618234 0.1 0.1 0.0
H -2.388425 -0.261833 10.010899 0.0 0.1 -0.1
H -2.234296 1.350655 9.287822 -0.1 -0.1 0.0
H -1.466933 -1.305376 7.957696 0.1 0.2 -0.1
H -0.325629 -0.160972 8.663095 0.0 0.0 -0.2
H -0.398262 0.109985 6.204195 -0.3 0.1 -0.1
H -1.001858 1.578267 6.993301 -0.2 -0.1 -0.2
C 3.959061 5.581418 0.241753 -0.1 0.0 0.0
C 5.199848 6.381464 0.625580 -0.3 0.1 0.0
C 6.453104 5.512728 0.749638 -0.3 -0.6 0.9
C 6.245839 4.463753 1.830028 -0.8 -5.9 5.9
N 6.073962 3.593535 2.726260 1.4 6.9 -7.1
H 3.705257 4.838480 1.004479 0.1 0.0 0.0
H 3.095810 6.246209 0.136710 0.2 -0.1 -0.1
H 4.107135 5.061026 -0.711389 0.0 0.1 0.1
H 5.009454 6.897483 1.574618 0.1 -0.1 -0.1
H 5.373097 7.153808 -0.131807 0.1 -0.2 0.2
H 7.316073 6.133668 1.012330 -0.1 -0.3 0.1
H 6.670809 5.013327 -0.200659 0.0 -0.1 0.2
C 2.464326 2.770181 -4.228865 -0.1 0.0 0.0
C 3.296981 1.581794 -3.758368 -0.3 0.1 -0.3
C 4.093924 1.879858 -2.486840 0.7 0.8 -0.4
C 5.057379 3.027566 -2.741931 5.5 6.4 -1.1
N 5.856640 3.979661 -2.953475 -6.3 -7.5 1.6
H 3.094005 3.625897 -4.492265 -0.1 0.0 0.1
H 1.890874 2.502479 -5.121989 0.0 0.0 0.1
H 1.758678 3.086790 -3.452313 0.1 0.0 -0.1
H 3.979541 1.285789 -4.564402 0.0 -0.1 0.2
H 2.630657 0.732319 -3.572431 0.2 0.0 0.1
H 4.662138 0.994223 -2.183411 0.1 0.3 0.0
H 3.421313 2.149618 -1.665449 0.2 0.1 -0.1
C -7.212785 -3.958921 -1.391887 0.0 0.2 0.0
C -8.498489 -4.440170 -2.056954 0.2 0.3 0.0
C -8.585542 -5.964796 -2.150123 0.8 -0.1 -0.7
C -7.427592 -6.495466 -2.979634 6.3 -3.3 -4.6
N -6.467019 -6.935756 -3.667748 -7.6 3.6 5.4
H -6.327308 -4.251210 -1.965140 -0.1 0.0 0.0
H -7.207368 -2.866596 -1.321338 0.0 -0.3 0.0
H -7.118553 -4.366881 -0.379019 0.0 0.1 -0.1
H -8.564249 -4.001789 -3.060297 -0.1 -0.1 0.1
H -9.355452 -4.066854 -1.485626 0.0 -0.2 -0.1
H -9.529510 -6.259059 -2.620891 0.3 -0.1 0.0
H -8.549455 -6.414056 -1.151763 0.2 -0.1 -0.2
C -7.371500 -3.965529 7.077494 -0.1 -0.1 0.1
C -6.013030 -3.325909 6.808434 -0.1 -0.4 0.1
C -6.107290 -2.075378 5.932060 -0.3 -0.5 -0.9
C -6.705654 -2.437998 4.582610 -3.3 -1.7 -7.6
N -7.202036 -2.738745 3.463141 4.0 2.4 8.8
H -7.845521 -4.311388 6.153476 0.1 0.1 0.1
H -7.258506 -4.837187 7.729894 0.0 0.1 -0.1
H -8.048349 -3.257050 7.568562 0.1 -0.1 -0.1
H -5.360682 -4.066911 6.330356 0.0 0.2 0.0
H -5.550249 -3.058842 7.764820 0.0 0.1 -0.2
H -5.110856 -1.647229 5.780086 -0.3 0.0 -0.1
H -6.733784 -1.315599 6.411748 0.0 -0.1 -0.2
C 7.030279 9.439609 -3.940391 0.1 0.1 0.0
C 6.303887 8.227041 -4.513957 0.4 0.0 0.1
C 4.786760 8.300593 -4.330489 0.0 -0.1 1.1
C 4.451129 8.363224 -2.849281 -2.2 0.4 8.2
N 4.172634 8.415191 -1.620544 2.2 -0.3 -9.8
H 6.887000 9.522084 -2.858359 -0.1 0.0 -0.1
H 8.106993 9.357314 -4.119555 -0.1 0.0 0.0
H 6.676375 10.365943 -4.407155 0.1 -0.1 0.1
H 6.693148 7.320774 -4.034004 -0.2 0.1 -0.1
H 6.531933 8.148800 -5.582619 -0.2 -0.1 0.1
H 4.312019 7.416791 -4.769582 -0.1 0.1 0.2
H 4.381264 9.187228 -4.829799 0.0 -0.1 0.2
C -4.184424 -6.498285 -0.859603 0.0 0.0 0.0
C -4.164577 -6.679300 0.654923 0.1 0.4 -0.3
C -4.710472 -8.037810 1.098981 -1.1 0.2 -0.3
C -6.155718 -8.181878 0.650584 -8.1 -1.1 -2.4
N -7.354637 -8.301459 0.278632 9.5 1.0 2.9
H -5.203851 -6.529152 -1.257020 0.2 -0.1 0.0
H -3.759591 -5.526873 -1.131739 0.0 -0.1 0.0
H -3.596616 -7.279006 -1.355757 -0.1 0.1 0.0
H -4.750064 -5.874385 1.115918 0.1 -0.2 0.1
H -3.134345 -6.573307 1.012070 -0.2 -0.1 0.1
H -4.662230 -8.123704 2.189661 -0.2 -0.1 -0.2
H -4.116483 -8.850869 0.667734 -0.2 0.0 0.0
C 4.457262 -2.715198 -1.696556 -0.1 0.0 0.1
C 5.555285 -3.243409 -2.614319 -0.1 -0.2 0.4
C 5.636133 -2.487118 -3.941809 -1.0 -0.4 -0.4
C 4.321523 -2.625243 -4.692324 -7.2 -0.6 -4.5
N 3.230998 -2.739779 -5.314972 8.7 0.9 5.0
H 3.465046 -2.834837 -2.143006 0.1 0.1 0.0
H 4.455572 -3.265525 -0.750343 0.0 0.1 -0.1
H 4.609702 -1.653037 -1.473419 0.0 -0.1 0.0
H 5.377063 -4.309069 -2.803545 0.1 0.2 -0.1
H 6.518368 -3.164665 -2.098146 0.0 0.0 -0.2
H 6.445734 -2.893708 -4.557047 -0.2 0.1 -0.1
H 5.842138 -1.425426 -3.767941 -0.2 -0.1 -0.1
C 6.303201 3.013213 -8.955067 0.1 0.0 -0.1
C 5.981007 2.631378 -7.513770 0.4 0.1 -0.2
C 4.524924 2.910036 -7.135726 0.1 1.1 -0.1
C 4.231795 4.394464 -7.280979 -1.9 8.2 -0.7
N 3.988557 5.625874 -7.401463 2.0 -9.8 1.0
H 6.174053 4.086409 -9.127393 -0.1 -0.1 0.0
H 7.344633 2.770306 -9.188727 -0.2 0.0 0.0
H 5.660263 2.470850 -9.657695 0.1 0.1 0.1
H 6.651514 3.182109 -6.842714 -0.2 -0.1 0.0
H 6.189587 1.565088 -7.373462 -0.1 0.1 0.1
H 4.341312 2.607084 -6.099485 -0.1 0.3 -0.2
H 3.844654 2.343450 -7.780763 0.0 0.2 0.1
```
Positions in Å, forces in eV/Å.

Summary:
net charge: 0

Here are the Löwdin charges for atoms 1 to 4, given in e: atom 1 (C): -0.06, atom 2 (C): -0.26, atom 3 (F): -0.12, atom 4 (C): -0.08

(2)
Entry from the OMol25 dataset: one molecule with the formula C2H4N4O in a non-equilibrium geometry (the ωB97M-V functional and the def2-TZVPD basis).

Structure (XYZ):
```
11
Properties=species:S:1:pos:R:3:forces:R:3
C 0.307800 0.123378 0.269715 -1.4 2.6 -1.5
N 0.065413 1.391632 0.716180 0.4 -0.7 0.2
C 1.017458 -0.776822 1.219107 0.4 -0.6 0.6
N -0.029730 -0.364778 -0.861496 0.2 -1.9 -0.8
N -0.706837 0.141634 -2.128810 2.4 1.7 2.4
N -1.560527 -0.619033 -2.466776 -1.5 -1.9 1.0
O 1.354108 -0.434489 2.325987 -0.2 0.1 -0.5
H -0.428991 2.049767 0.138860 0.1 0.0 0.2
H 0.430224 1.623691 1.627334 -0.2 0.2 -0.1
H -1.656629 -1.345047 -1.669163 -0.1 0.5 -1.4
H 1.207712 -1.789931 0.829062 0.0 0.1 -0.1
```
Positions in Å, forces in eV/Å.

Summary:
energy above the lowest of the compared OMol25 structures with the same formula, charge and spin: 77.28 kcal per mole
net charge: 0

Here are the Löwdin charges for atoms 1 to 4, given in e: atom 1 (C): -0.41, atom 2 (N): 0.15, atom 3 (C): -0.19, atom 4 (N): 0.05

(3)
Entry from the OMol25 dataset: one molecule with the formula C5H14N2 in a non-equilibrium geometry (the ωB97M-V functional and the def2-TZVPD basis).

Structure (XYZ):
```
21
Properties=species:S:1:pos:R:3:forces:R:3
C 0.393960 -1.161054 -0.364348 -0.4 1.6 -0.2
N 0.458123 -1.324163 1.062120 -0.5 0.0 0.4
C 1.742287 -1.243813 1.731540 -0.1 -0.1 -0.3
C -0.998710 -0.645346 -0.874246 1.5 -0.3 1.1
C -1.418019 0.584248 -0.081089 -1.2 -0.4 0.7
C -0.479282 1.770567 -0.210108 0.9 -0.5 0.0
N -0.008553 1.939814 -1.606949 -0.8 -0.2 0.3
H 0.599080 -2.044913 -0.941416 0.5 -0.7 -0.3
H 1.100894 -0.369662 -0.621565 0.3 -0.3 -0.1
H -0.148298 -2.043812 1.423550 0.1 -0.1 0.0
H 2.015594 -2.179572 2.222479 0.0 0.0 0.1
H 1.788453 -0.416792 2.445770 -0.1 -0.1 0.2
H 2.509785 -1.049431 0.994398 0.3 0.0 -0.2
H -1.582094 -1.549965 -0.693253 -1.0 0.5 -0.5
H -0.827964 -0.378006 -1.913214 -0.4 -0.5 -0.3
H -1.540578 0.252349 0.951272 0.8 0.2 0.3
H -2.456402 0.910520 -0.203024 0.0 0.0 -1.1
H -0.942396 2.664103 0.162288 -0.5 0.5 0.3
H 0.379635 1.582135 0.427948 0.3 0.0 0.1
H 0.279410 2.897650 -1.772706 0.0 0.0 0.1
H -0.864924 1.805143 -2.139448 0.3 0.2 -0.5
```
Positions in Å, forces in eV/Å.

Summary:
energy above the lowest of the compared OMol25 structures with the same formula, charge and spin: 28.27 kcal per mole
net charge: 0

Here are the Löwdin charges for atoms 1 to 4, given in e: atom 1 (C): -0.26, atom 2 (N): -0.14, atom 3 (C): -0.13, atom 4 (C): -0.19

(4)
Entry from the OMol25 dataset: a 2-piece molecular cluster, C2H6N2O3 overall in a non-equilibrium geometry (the ωB97M-V functional and the def2-TZVPD basis).

Structure (XYZ):
```
13
Properties=species:S:1:pos:R:3:forces:R:3
C 0.935063 -0.849422 -0.244054 -4.1 0.4 0.8
C -0.305822 0.117061 -0.461312 1.0 1.0 4.7
N -1.043069 0.842704 0.354266 2.6 -1.9 -1.6
N -3.862805 -0.050391 0.024651 -0.4 0.8 0.7
O -3.516609 1.205054 -0.242450 0.8 0.9 -0.6
O -4.927764 -0.372140 -0.432434 0.4 -0.9 0.3
O -3.096725 -0.634750 0.770801 -0.9 -1.2 -0.3
H 0.311871 -1.751411 -0.010580 0.8 0.2 0.4
H 1.566876 -0.579060 0.580818 0.4 0.0 0.1
H 1.360681 -1.121634 -1.175500 0.9 0.4 -0.8
H -0.631337 0.066017 -1.412232 -1.2 0.2 -3.4
H -0.786805 0.773168 1.347551 0.2 0.1 -0.5
H -2.482823 1.228499 -0.038258 -0.5 -0.1 0.2
```
Positions in Å, forces in eV/Å.

Summary:
energy above the lowest of the compared OMol25 structures with the same formula, charge and spin: 142.44 kcal per mole
net charge: 0

Here are the Löwdin charges for atoms 1 to 4, given in e: atom 1 (C): -0.03, atom 2 (C): -0.16, atom 3 (N): 0.07, atom 4 (N): -0.50

(5)
Entry from the OMol25 dataset: one molecule with the formula C5H6O (the ωB97M-V functional and the def2-TZVPD basis).

Structure (XYZ):
```
12
Properties=species:S:1:pos:R:3:forces:R:3
C -1.358510 0.979618 1.223525 0.2 0.6 -0.4
C -0.651887 1.433077 0.353464 -0.3 -0.7 0.5
C 0.454865 1.086152 -0.560401 0.2 -0.2 -0.1
C 0.759908 -0.298309 0.035329 0.4 -0.1 -0.2
C -0.060919 -1.425086 -0.374870 -0.4 0.1 0.1
O 1.319663 -1.381980 -0.707690 0.2 0.4 -0.3
H -1.908180 0.451078 1.960069 -0.4 0.3 0.2
H 1.313458 1.763947 -0.514665 -0.2 -0.1 0.1
H 0.131447 1.013974 -1.603844 0.0 0.0 0.2
H 1.130638 -0.197724 1.057321 -0.1 -0.3 -0.2
H -0.743486 -1.247072 -1.209191 0.1 -0.2 0.1
H -0.386997 -2.177674 0.340954 0.2 0.0 -0.1
```
Positions in Å, forces in eV/Å.

Summary:
energy above the lowest of the compared OMol25 structures with the same formula, charge and spin: 80.98 kcal per mole
net charge: 0

Here are the Löwdin charges for atoms 1 to 4, given in e: atom 1 (C): 0.11, atom 2 (C): -0.12, atom 3 (C): -0.14, atom 4 (C): -0.34

Record-wise electronic energy values, in eV: -156911.44083, -10143.78375, -8391.39320, -11289.15049, -7325.77284
Record-wise gap between HOMO and LUMO values, in eV: 6.6066, 9.2611, 9.4005, 11.4118, 11.0391